276
Properties=species:S:1:pos:R:3:lowdin_charge:R:1 method="wB97M-V/def2-TZVPD" e_lumo_ev=0.11 spin_multiplicity=1 total_energy_ha=-4456.73223 e_above_lowest_ev=10.839 homo_ev=-7.6 smiles=CC1(C)CCCC(C)(C)N1O.CC1(C)CCCC(C)(C)N1O.CC1(C)CCCC(C)(C)N1O.CC1(C)CCCC(C)(C)N1O.CC1(C)CCCC(C)(C)N1O.CC1(C)CCCC(C)(C)N1O.CC1(C)CCCC(C)(C)N1O.CC1(C)CCCC(C)(C)N1O.CC(C)O.CC(C)O.CC(C)O homo_lumo_gap_ev=7.74
C -12.6862 -9.0108 -15.6230 -0.041
C -13.9473 -8.1649 -15.5872 -0.465
C -14.6264 -8.2082 -16.9988 -0.044
C -14.9993 -8.8728 -14.6447 -0.155
C -14.8763 -8.5999 -13.1749 -0.190
C -14.8377 -7.1030 -12.7865 -0.124
C -13.8152 -6.3317 -13.6983 -0.474
C -14.2404 -4.8496 -13.5442 -0.055
C -12.4105 -6.6220 -13.0397 -0.020
N -13.8893 -6.7255 -15.1257 -0.050
O -12.8526 -5.9914 -15.8751 -0.032
H -11.8047 -8.4798 -15.9823 0.081
H -12.4733 -9.4394 -14.6437 0.075
H -12.7747 -9.8326 -16.3336 0.080
H -14.0394 -7.5693 -17.6586 0.070
H -14.6752 -9.1560 -17.5348 0.082
H -15.6028 -7.7309 -16.9153 0.075
H -15.9842 -8.7587 -15.0975 0.106
H -14.8298 -9.9447 -14.7471 0.116
H -15.6029 -9.1420 -12.5698 0.114
H -13.9290 -9.1042 -12.9842 0.092
H -14.5433 -7.0368 -11.7391 0.119
H -15.8099 -6.6630 -13.0088 0.114
H -13.5406 -4.1341 -13.9762 0.073
H -14.3727 -4.5285 -12.5110 0.079
H -15.2161 -4.6065 -13.9648 0.074
H -12.5597 -7.6102 -12.6044 0.059
H -12.2195 -5.9973 -12.1672 0.075
H -11.5177 -6.5013 -13.6532 0.077
H -13.3607 -5.4560 -16.4889 0.089
C -23.2935 -7.4870 -14.2083 -0.034
C -23.4123 -9.0044 -13.7698 -0.403
C -22.9549 -9.2889 -12.2936 -0.032
C -24.9776 -9.5000 -13.8633 -0.126
C -25.1144 -10.9872 -13.9402 -0.215
C -24.2488 -11.6454 -15.0133 -0.163
C -22.7661 -11.2989 -14.9520 -0.449
C -22.1303 -12.2177 -13.8219 -0.022
C -22.2312 -11.7137 -16.4107 -0.030
N -22.5977 -9.8487 -14.6829 -0.126
O -21.2315 -9.4525 -14.7472 -0.023
H -22.2211 -7.2921 -14.1971 0.060
H -23.4044 -7.3715 -15.2865 0.074
H -23.7308 -6.6476 -13.6676 0.078
H -21.9392 -9.6529 -12.1382 0.074
H -22.9602 -8.3199 -11.7946 0.070
H -23.5571 -9.9789 -11.7025 0.069
H -25.4767 -9.1460 -12.9612 0.114
H -25.4688 -9.1727 -14.7796 0.111
H -24.9406 -11.4453 -12.9665 0.103
H -26.1421 -11.0840 -14.2902 0.111
H -24.6190 -11.2157 -15.9441 0.114
H -24.3773 -12.7266 -15.0632 0.124
H -22.0799 -13.2242 -14.2372 0.069
H -22.6936 -12.2757 -12.8905 0.071
H -21.0952 -11.9369 -13.6274 0.075
H -22.3000 -12.7988 -16.4876 0.075
H -21.2089 -11.4046 -16.6286 0.063
H -22.6240 -11.2191 -17.2990 0.074
H -21.2033 -8.9840 -15.5846 0.095
C -23.8630 10.4323 -14.1028 -0.032
C -24.7174 9.5232 -13.1820 -0.459
C -24.9401 8.1583 -13.8745 -0.040
C -23.9973 9.3446 -11.8099 -0.104
C -24.2183 10.5457 -10.8354 -0.202
C -25.6232 11.0044 -10.6612 -0.156
C -26.2489 11.3665 -12.0106 -0.499
C -27.7791 11.4542 -11.7472 -0.051
C -25.8605 12.7007 -12.6212 -0.029
N -26.0227 10.1847 -12.8820 -0.135
O -26.8027 10.2217 -14.0036 -0.018
H -24.3086 10.5733 -15.0875 0.086
H -23.6295 11.4136 -13.6898 0.059
H -22.8458 10.0604 -14.2259 0.079
H -24.0103 7.6237 -14.0689 0.085
H -25.7003 7.4531 -13.5387 0.080
H -25.3596 8.3268 -14.8663 0.068
H -24.2565 8.4208 -11.2927 0.115
H -22.9205 9.5032 -11.8693 0.107
H -23.8638 10.1841 -9.8702 0.108
H -23.5740 11.3968 -11.0560 0.110
H -25.5930 11.8662 -9.9945 0.125
H -26.1921 10.1801 -10.2311 0.122
H -28.1851 10.4715 -11.5074 0.084
H -28.3947 11.8042 -12.5759 0.074
H -28.0660 12.2239 -11.0307 0.087
H -26.4972 12.8149 -13.4986 0.084
H -24.8040 12.7113 -12.8891 0.061
H -26.1060 13.5946 -12.0479 0.087
H -27.5490 9.6942 -13.7096 0.106
C -21.2868 -1.4055 -10.5147 -0.023
C -20.5262 -0.2412 -11.2350 -0.488
C -19.0473 -0.5840 -11.4122 -0.040
C -21.1620 -0.2108 -12.6278 -0.172
C -21.0378 1.0872 -13.4169 -0.171
C -21.4231 2.3021 -12.5549 -0.116
C -20.6314 2.4227 -11.1538 -0.418
C -19.1082 2.7379 -11.4395 -0.022
C -21.2576 3.5188 -10.3539 -0.068
N -20.7619 1.0363 -10.5043 -0.158
O -20.2513 1.0098 -9.2787 -0.010
H -20.9070 -1.5755 -9.5073 0.081
H -22.3434 -1.1387 -10.5367 0.081
H -21.2182 -2.2442 -11.2075 0.081
H -18.6163 -0.7001 -10.4178 0.076
H -18.9867 -1.6165 -11.7564 0.084
H -18.3529 0.1153 -11.8780 0.074
H -20.6977 -0.9809 -13.2439 0.111
H -22.1050 -0.7541 -12.6888 0.109
H -20.0146 1.2041 -13.7739 0.098
H -21.6662 0.8983 -14.2872 0.109
H -22.5011 2.2319 -12.4095 0.111
H -21.2848 3.2875 -12.9997 0.106
H -18.4001 2.0927 -10.9195 0.071
H -18.9413 3.8134 -11.4994 0.077
H -18.7889 2.4851 -12.4505 0.058
H -22.2096 3.4195 -9.8324 0.084
H -21.4136 4.4045 -10.9698 0.082
H -20.6934 3.9426 -9.5231 0.080
H -21.0260 0.9777 -8.7127 0.114
C -26.9813 -5.2462 -9.1553 -0.027
C -28.2248 -4.3440 -9.4988 -0.448
C -27.8437 -2.8828 -9.9269 -0.021
C -28.8781 -5.0437 -10.7314 -0.176
C -30.2654 -4.6528 -11.0256 -0.201
C -31.1504 -5.0111 -9.7838 -0.144
C -30.6106 -4.3600 -8.5219 -0.524
C -30.9534 -2.8766 -8.5896 -0.035
C -31.3578 -4.9828 -7.3517 -0.042
N -29.1605 -4.5155 -8.3714 -0.095
O -28.6595 -3.8778 -7.1830 -0.009
H -26.2523 -4.5087 -8.8197 0.070
H -27.2464 -5.8876 -8.3149 0.074
H -26.4963 -5.9023 -9.8781 0.075
H -28.5680 -2.6368 -10.7034 0.061
H -27.8705 -2.2178 -9.0637 0.082
H -26.9367 -2.8340 -10.5295 0.082
H -28.4072 -4.8287 -11.6907 0.121
H -28.9080 -6.1331 -10.7549 0.123
H -30.4666 -3.5824 -11.0696 0.102
H -30.6686 -5.1936 -11.8818 0.118
H -31.2161 -6.0929 -9.6671 0.116
H -32.1503 -4.7451 -10.1267 0.118
H -30.9098 -2.3072 -7.6612 0.085
H -31.8693 -2.6133 -9.1186 0.089
H -30.1937 -2.3704 -9.1852 0.061
H -31.3010 -4.2835 -6.5176 0.075
H -31.0721 -5.9898 -7.0474 0.087
H -32.4324 -5.0634 -7.5150 0.086
H -28.5143 -4.5240 -6.4881 0.099
C -19.1004 -4.0161 -17.3133 -0.031
C -18.8145 -3.4172 -18.7766 -0.488
C -18.3926 -4.5106 -19.6840 -0.059
C -20.1819 -2.8333 -19.2791 -0.098
C -20.0241 -1.5326 -20.1967 -0.132
C -18.9841 -0.6048 -19.5595 -0.210
C -17.6502 -1.1292 -19.4996 -0.541
C -17.0534 -1.3992 -20.8857 -0.021
C -16.8290 -0.0673 -18.8051 -0.039
N -17.7794 -2.3931 -18.6408 -0.081
O -16.5309 -2.9236 -18.1653 -0.020
H -19.9340 -4.7134 -17.3970 0.071
H -18.2758 -4.5069 -16.7963 0.067
H -19.4700 -3.3779 -16.5107 0.068
H -18.9154 -5.4668 -19.7076 0.089
H -18.2934 -4.1874 -20.7203 0.077
H -17.3679 -4.8106 -19.4646 0.080
H -20.7248 -3.4380 -20.0056 0.107
H -20.8314 -2.6556 -18.4220 0.103
H -19.6089 -1.8795 -21.1429 0.096
H -20.9827 -1.0321 -20.3340 0.109
H -19.3184 -0.2080 -18.6009 0.128
H -19.0315 0.3144 -20.1434 0.124
H -16.9764 -0.4510 -21.4178 0.088
H -17.4836 -2.1720 -21.5228 0.071
H -16.0142 -1.6897 -20.7316 0.082
H -17.2699 0.0121 -17.8114 0.089
H -16.9000 0.9103 -19.2820 0.094
H -15.7818 -0.3544 -18.7100 0.084
H -16.3683 -2.4019 -17.3760 0.092
C -17.3341 -2.8062 -5.4709 -0.015
C -17.5799 -4.2210 -4.7381 -0.447
C -17.5012 -5.3429 -5.8754 -0.035
C -16.4964 -4.6438 -3.7597 -0.153
C -16.9466 -5.7369 -2.8490 -0.215
C -18.1536 -5.3129 -2.0452 -0.148
C -19.3877 -5.0144 -2.9655 -0.462
C -20.0970 -6.2761 -3.2934 -0.050
C -20.2186 -4.0896 -2.0697 -0.054
N -18.9301 -4.2131 -4.1969 -0.149
O -19.8622 -3.7801 -5.0706 -0.001
H -17.4224 -1.9681 -4.7796 0.070
H -16.3447 -2.5822 -5.8698 0.073
H -18.1051 -2.6994 -6.2340 0.067
H -18.2750 -5.0566 -6.5878 0.070
H -16.5268 -5.2444 -6.3539 0.071
H -17.6331 -6.4034 -5.6609 0.070
H -15.6126 -5.0291 -4.2682 0.124
H -16.3146 -3.8865 -2.9971 0.123
H -17.1884 -6.7149 -3.2651 0.113
H -16.1667 -5.9036 -2.1060 0.114
H -17.9317 -4.4571 -1.4076 0.111
H -18.4589 -6.0789 -1.3323 0.119
H -20.4066 -6.9908 -2.5309 0.088
H -19.6042 -6.8791 -4.0560 0.081
H -21.0427 -6.0823 -3.7997 0.084
H -19.7294 -3.1582 -1.7845 0.085
H -20.5786 -4.7185 -1.2555 0.089
H -21.1285 -3.6709 -2.4997 0.072
H -20.1807 -2.9822 -4.6422 0.106
C -13.9905 8.2738 -10.7677 -0.053
C -14.9209 9.4053 -10.4882 -0.525
C -14.2447 10.7672 -10.5558 -0.015
C -15.9641 9.2649 -11.6462 -0.123
C -17.3263 9.9113 -11.4633 -0.206
C -17.9273 9.5555 -10.1472 -0.183
C -16.9928 9.6843 -8.9681 -0.449
C -16.9420 11.1996 -8.5466 -0.023
C -17.5771 8.7799 -7.7988 -0.034
N -15.6396 9.1943 -9.2445 -0.172
O -14.8848 8.9188 -8.1659 0.013
H -14.3060 7.2379 -10.6433 0.099
H -13.3152 8.5524 -11.5767 0.096
H -13.2093 8.3728 -10.0141 0.077
H -14.9442 11.5540 -10.2736 0.074
H -13.3176 10.7654 -9.9825 0.087
H -13.9826 10.9838 -11.5914 0.081
H -15.5638 9.3482 -12.6566 0.122
H -16.3004 8.2289 -11.6042 0.111
H -17.3299 10.9781 -11.6868 0.108
H -18.1517 9.6437 -12.1229 0.112
H -18.1929 8.4983 -10.1485 0.117
H -18.8864 10.0675 -10.0690 0.127
H -15.9987 11.5353 -8.1159 0.084
H -17.5656 11.3276 -7.6619 0.064
H -17.5512 11.8301 -9.1943 0.076
H -17.7192 7.7296 -8.0535 0.075
H -18.6499 8.9696 -7.7640 0.071
H -17.2310 8.8818 -6.7702 0.079
H -14.8452 7.9597 -8.1822 0.109
C -22.9135 0.9473 -1.8358 -0.052
C -23.0358 0.7278 -3.3498 -0.486
C -23.2341 2.1038 -4.0780 -0.061
O -21.8479 0.4062 -3.9232 -0.077
H -23.8413 0.9326 -1.2639 0.076
H -22.5253 1.9279 -1.5605 0.080
H -22.3087 0.1681 -1.3720 0.076
H -23.6188 -0.1199 -3.7099 0.142
H -24.0117 2.6892 -3.5874 0.066
H -23.5310 2.0592 -5.1258 0.070
H -22.3160 2.6910 -4.0971 0.078
H -21.1504 0.7834 -3.3821 0.091
C -11.2700 3.6411 -8.1813 -0.067
C -12.7116 3.3292 -8.4192 -0.484
C -13.0828 1.8524 -8.1234 -0.055
O -13.5940 4.2682 -7.6879 -0.060
H -10.4993 2.9071 -8.4163 0.083
H -11.2123 3.9499 -7.1376 0.086
H -11.0611 4.5172 -8.7952 0.078
H -12.8920 3.4393 -9.4885 0.123
H -12.3057 1.2828 -8.6332 0.077
H -14.0391 1.5954 -8.5790 0.071
H -13.1515 1.6998 -7.0464 0.083
H -14.4055 3.8248 -7.9459 0.066
C -26.8471 0.3046 -16.3255 -0.043
C -27.5026 1.6084 -15.8011 -0.544
C -26.9883 2.1105 -14.4298 -0.046
O -27.4554 2.4630 -16.8299 -0.026
H -27.4558 -0.2558 -17.0352 0.073
H -26.6680 -0.3404 -15.4652 0.068
H -25.9018 0.4240 -16.8550 0.077
H -28.5778 1.4486 -15.7208 0.127
H -25.9987 2.5668 -14.4545 0.072
H -27.0118 1.3631 -13.6367 0.076
H -27.4598 3.0381 -14.1051 0.067
H -27.8573 3.2722 -16.5054 0.099